No. 1
Molecular formula: C3H11NO2S
Method: DFT, ωB97M-V/def2-TZVPD

```
18
Properties=species:S:1:pos:R:3:mulliken_charge:R:1
C -0.321 0.187 -0.448 -0.173
C -1.716 0.706 -0.233 -0.695
S -2.950 -0.681 0.016 -0.222
N 0.609 1.281 -0.640 -0.335
C 1.989 0.951 -0.506 -0.444
O 2.451 -0.138 -1.322 -0.528
H -0.274 -0.632 -1.165 0.285
H -0.046 -0.264 0.519 0.165
H -1.881 1.442 0.547 0.379
H -2.109 1.203 -1.131 0.317
H -2.343 -1.055 1.161 0.090
H 0.499 1.680 -1.556 0.247
H 2.266 0.611 0.490 0.279
H 2.580 1.836 -0.748 0.332
H 2.397 0.088 -2.260 0.303
H -0.541 -3.046 1.981 0.311
H 0.036 -2.025 2.982 0.296
O -0.648 -2.144 2.314 -0.607
```

Summary:
E_HOMO in eV: -8.8
Energy above the lowest of the compared OMol25 structures with the same formula, charge and spin in kJ/mol: 29.3
Energy in eV: -19709.2224

=====

No. 2
Molecular formula: C3H11NO3
Method: DFT, ωB97M-V/def2-TZVPD

```
18
Properties=species:S:1:pos:R:3:mulliken_charge:R:1
C 0.529 -2.250 1.120 -0.281
C -0.549 -1.473 0.566 0.503
N -0.169 -0.458 -0.282 0.079
C 1.173 -0.374 -0.836 -1.115
O -1.686 -1.671 0.987 -0.536
H 0.182 -2.995 1.852 0.292
H 0.202 1.284 2.073 -0.081
H 1.567 -1.977 1.083 0.322
H -0.643 0.444 -0.108 0.286
H 1.892 0.032 -0.142 0.359
H 1.331 -1.333 -1.270 0.476
H 1.094 0.418 -1.585 0.373
H 1.701 3.292 -0.735 0.150
H -0.296 0.872 2.449 0.086
O 1.345 2.399 -0.646 -0.842
H -1.689 2.859 -0.684 0.280
H -0.177 2.357 -0.785 0.393
O -1.164 2.078 -0.872 -0.741
```

Summary:
E_HOMO in eV: -8.2
Energy above the lowest of the compared OMol25 structures with the same formula, charge and spin in kJ/mol: 776.4
Energy in eV: -10914.9584

=====

Number 1: HOMO-LUMO gap 9.40 eV. Number 2: HOMO-LUMO gap 3.36 eV.